No. 1
Below is a molecular structure, C33H43FeN10O6, with properties calculated with ωB97M-V/def2-TZVPD.

Output
Expectation value of S²: 6.011
Total energy, eV: -96489.025
Kohn-Sham gap (alpha / beta), eV: 7.493 / 7.386
Net charge: +1
Maximum force, eV/Å: 3.13
Relative energy (zero: lowest compared OMol25 entry of this formula, charge and spin), kcal/mol: 0.0
2S+1: 5

```
93
Properties=species:S:1:pos:R:3:forces:R:3:mulliken_charge:R:1
Fe 4.3172 16.3620 14.5023 -0.39 -0.45 -0.32 1.207
N 3.4002 16.9825 12.5027 0.71 -0.20 -0.40 -0.436
C 3.7898 16.1487 11.3356 -0.68 0.09 0.88 0.398
C 4.3896 16.9046 10.1556 -0.80 -0.01 -0.43 -1.266
C 5.7748 17.5731 10.2376 -0.78 -1.01 0.27 -0.557
C 6.9069 16.7176 10.7807 0.37 0.53 -0.22 -0.740
N 7.1857 15.5385 9.9944 -0.60 -0.84 -0.57 0.284
C 7.9871 15.4631 8.9597 -0.37 -1.02 0.49 0.779
N 7.9227 14.3870 8.1568 -0.37 0.42 0.10 -0.367
N 8.9739 16.3459 8.7485 0.27 1.30 -0.55 -0.445
C 4.6826 14.9977 11.7870 0.75 0.78 1.26 -0.046
O 5.0740 14.2508 10.8758 0.20 -0.71 -0.21 -0.928
O 5.0450 14.9772 13.0082 -0.32 -0.29 -0.93 -0.817
H 2.4568 17.2811 12.3860 -0.74 0.26 0.14 0.258
H 3.9694 17.8239 12.5674 0.01 0.04 -0.18 0.099
H 2.8741 15.6446 10.9675 0.32 0.37 0.12 0.387
H 3.6242 17.6606 9.8464 0.72 -0.45 0.06 0.327
H 4.4140 16.1343 9.3803 0.08 0.26 -0.22 0.526
H 5.7308 18.5053 10.7561 0.05 0.62 0.70 0.517
H 5.9955 17.8145 9.2259 0.40 0.41 -1.02 0.405
H 6.7224 16.3635 11.7671 -0.29 -0.15 0.84 -0.301
H 7.8080 17.3145 10.8663 0.17 0.25 0.09 0.425
H 6.4890 14.7598 10.1976 0.45 0.50 -0.12 0.262
H 7.1364 13.7771 8.1014 -0.52 -0.07 0.40 0.210
H 8.6639 14.1551 7.5543 0.95 -0.04 -0.60 0.214
H 8.9943 17.1287 9.4118 0.19 -0.52 -0.74 0.211
H 9.2278 16.5644 7.7700 -0.18 -0.24 1.13 0.268
C -1.1198 20.3137 19.0014 0.82 -0.10 0.42 -0.914
O -0.0734 20.1144 18.0302 0.45 0.90 0.37 -0.318
C 1.0830 20.8879 18.2243 -0.46 0.18 0.27 0.488
C 1.1209 22.1529 18.8712 0.22 -1.59 -0.56 -0.588
C 2.3780 22.6990 19.1547 -0.42 0.16 -0.20 -0.513
C 3.5571 22.0627 18.7838 -0.01 -0.24 -0.27 -1.016
C 3.4934 20.8200 18.1302 -0.58 0.96 -0.34 0.132
C 2.2718 20.2650 17.7598 -1.03 0.78 1.30 -0.115
N 2.1098 19.0434 17.1189 -0.08 -1.90 -1.05 0.376
C 2.8838 18.5193 16.0866 -1.50 0.16 0.35 -0.635
N 3.5788 19.4232 15.3601 0.74 -0.29 -0.35 -0.011
C 4.8519 19.2512 14.7531 0.82 -0.10 0.37 0.691
C 5.4992 18.0287 14.6329 0.34 -0.21 -0.54 -0.523
C 6.7997 18.0518 14.0690 -0.16 2.07 -0.41 -0.553
C 7.4327 19.2467 13.6597 -1.28 -1.40 1.03 -1.204
C 6.7463 20.4412 13.8542 1.68 0.11 -0.79 -0.695
C 5.5046 20.4354 14.3729 -2.90 1.02 0.60 0.666
O 4.6813 21.6000 14.4873 1.38 -2.11 -0.01 -0.431
C 5.2384 22.7102 13.8610 -0.65 1.14 0.17 -1.121
N 2.7380 17.2699 15.7241 0.00 -0.49 0.78 0.115
C 1.9449 16.4250 16.5937 -0.09 0.47 0.26 0.137
C 2.3918 16.0645 17.8875 -1.14 -0.75 -1.06 -0.069
C 1.5780 15.2339 18.6800 0.41 -0.05 -0.39 -1.236
C 0.3516 14.7576 18.2237 -0.20 0.38 -0.16 -0.593
C -0.1402 15.2037 17.0007 0.87 -0.21 0.60 -0.415
C 0.6508 16.0071 16.2034 -0.40 1.54 -0.79 0.309
O 0.0342 16.4688 15.0122 0.69 -0.51 0.34 -0.485
C -0.2387 17.8753 14.8793 0.55 -0.17 0.65 -0.593
H -1.8214 19.4948 18.9013 -0.09 -0.06 -0.31 0.253
H -1.6262 21.2673 18.8486 0.01 -0.05 0.08 0.327
H -0.6903 20.2371 20.0248 -0.25 0.31 -0.57 0.400
H 0.1952 22.6738 19.1324 0.43 -0.29 0.04 0.321
H 2.3739 23.6550 19.6614 0.29 0.04 -0.05 0.379
H 4.5332 22.5473 18.9373 -0.59 -0.39 0.12 0.368
H 4.3776 20.3327 17.8005 0.76 -0.33 -0.07 0.583
H 1.2903 18.4249 17.3185 0.99 1.32 0.21 0.358
H 3.3548 20.3914 15.4833 -0.23 0.34 0.33 0.565
H 7.3433 17.1703 13.8540 0.29 -1.12 0.14 0.618
H 8.4224 19.2074 13.2494 0.34 0.19 -0.17 0.543
H 7.2349 21.3509 13.5604 0.02 0.28 0.02 0.545
H 5.6883 22.4846 12.9029 -0.17 -0.07 -0.36 0.472
H 5.9856 23.1928 14.4794 0.31 0.11 0.23 0.378
H 4.3914 23.3835 13.7600 0.17 0.32 -0.29 0.280
H 3.3845 16.3739 18.1626 0.13 0.09 0.33 0.655
H 1.9119 14.9116 19.6492 0.24 0.03 0.27 0.467
H -0.2963 14.1051 18.8121 0.43 0.21 0.07 0.424
H -1.1338 14.9396 16.7141 -0.42 -0.06 -0.43 0.578
H -0.9369 17.9716 14.0499 -0.13 0.02 0.24 0.417
H 0.6675 18.4414 14.6437 0.01 -0.14 -0.08 0.099
H -0.6244 18.2786 15.8339 -0.19 -0.15 -0.49 0.133
C 5.0601 12.5995 17.1607 0.16 -0.85 -0.54 -0.965
N 3.9794 12.6555 16.1642 0.44 0.19 0.55 0.287
C 3.1323 11.6362 15.8392 -0.81 0.87 -1.16 -0.157
C 2.0959 11.9208 14.9556 1.24 -0.61 1.45 -1.273
C 1.8929 13.2650 14.5682 0.49 0.42 0.39 0.605
N 2.8001 14.2040 14.8228 -0.38 -0.12 -0.40 0.179
C 3.8710 13.9058 15.5676 0.16 0.31 0.26 0.175
O 4.7586 14.7574 15.8121 -0.64 -0.62 -0.09 -0.808
N 0.7456 13.6333 13.9761 -0.15 -0.49 -0.14 -0.266
H 5.0738 11.6209 17.6024 0.02 -0.54 0.09 0.397
H 4.9624 13.3148 17.9506 -0.55 0.57 0.27 0.287
H 6.0103 12.8146 16.6888 0.11 -0.12 -0.20 0.292
H 3.3178 10.6391 16.2660 -0.10 0.70 -0.17 0.406
H 1.3636 11.2010 14.6796 -0.22 -0.66 -0.06 0.460
H -0.0197 12.9567 13.9200 0.54 0.73 0.01 0.241
H 0.5695 14.6274 13.9469 -0.31 0.05 -0.13 0.217
```
Positions in Å, forces in eV/Å.

***

No. 2
Below is a molecular structure, C33H43IN10O7OsS3, with properties calculated with ωB97M-V/def2-TZVPD.

Output
Total energy, eV: -107214.939
Kohn-Sham gap, eV: 6.290
Net charge: +2
Maximum force, eV/Å: 0.64
Relative energy (zero: lowest compared OMol25 entry of this formula, charge and spin), kcal/mol: 16.9
2S+1: 1

```
98
Properties=species:S:1:pos:R:3:forces:R:3:mulliken_charge:R:1
Os 1.2974 -2.2732 -0.9422 0.55 0.30 0.11 1.588
N 0.0294 -2.0023 0.7142 0.01 -0.19 -0.11 -0.164
N -1.1040 -2.8161 0.4174 -0.10 0.12 -0.15 -0.474
C -1.5097 -2.6492 -0.9357 0.02 -0.02 0.07 0.628
O -2.6073 -2.9267 -1.3036 -0.04 0.01 -0.06 -0.593
O -0.5126 -2.2201 -1.7103 0.03 -0.13 0.00 -0.697
H 0.4248 -2.3310 1.5904 0.01 -0.01 -0.01 0.423
H -0.2687 -1.0122 0.8174 0.02 0.02 0.07 -0.154
H -1.8756 -2.6634 1.0601 -0.01 0.01 -0.01 0.395
N 5.5772 -1.9049 -0.3958 0.01 0.01 0.00 -0.383
C 4.3935 -2.1239 -0.9414 -0.03 -0.01 0.00 0.621
O 3.3505 -1.8078 -0.3270 0.00 0.04 -0.02 -0.661
C 4.3574 -2.7723 -2.2939 0.00 -0.02 -0.02 -0.856
I 2.7026 -1.9866 -3.3544 -0.09 0.00 -0.02 0.228
H 5.6347 -1.5085 0.5309 0.00 0.00 0.00 0.252
H 6.4335 -2.1429 -0.8692 0.00 0.00 0.00 0.228
H 4.1548 -3.8440 -2.2204 0.00 0.02 0.01 0.288
H 5.2580 -2.6018 -2.8764 0.01 0.00 0.02 0.618
C -5.8934 4.0151 -0.3906 0.00 -0.01 0.00 -0.907
C -5.7416 2.5240 -0.1081 0.01 0.00 -0.01 -0.444
C -4.4244 1.9448 -0.6070 0.01 0.03 -0.01 -0.790
N -3.2976 2.5489 0.1079 -0.08 -0.04 0.06 -0.105
C -2.2990 1.9058 0.6881 0.10 0.17 -0.06 0.702
S -2.0609 0.2448 0.5232 -0.12 -0.07 0.00 -0.654
N -1.3810 2.6390 1.4047 0.01 -0.07 0.02 0.141
C -1.2464 4.0434 1.4924 -0.10 0.00 -0.08 0.095
O -0.1487 4.5245 1.3356 0.13 0.05 0.01 -0.446
C -2.4493 4.8450 1.8224 0.04 -0.01 0.04 -0.266
C -2.5452 6.1453 1.3307 0.02 0.02 0.01 -0.365
C -3.6348 6.9291 1.6724 0.00 0.00 0.00 -0.756
C -4.6102 6.4255 2.5239 0.00 0.00 0.00 -0.487
C -4.5070 5.1353 3.0295 -0.01 0.00 0.00 -0.735
C -3.4329 4.3378 2.6720 -0.01 0.00 0.02 0.457
H -6.8679 4.3735 -0.0621 0.00 0.00 0.00 0.332
H -5.8071 4.2219 -1.4590 0.00 0.00 0.00 0.314
H -5.1484 4.6203 0.1344 0.00 0.01 0.00 0.142
H -6.5466 1.9739 -0.5979 0.00 0.00 -0.01 0.349
H -5.8338 2.3264 0.9631 0.00 -0.01 0.00 0.257
H -4.3020 2.1473 -1.6743 0.00 -0.03 0.00 0.261
H -4.3750 0.8699 -0.4603 -0.01 0.00 0.01 0.491
H -3.3737 3.5438 0.2713 -0.01 -0.02 -0.01 0.166
H -0.5214 2.1384 1.6008 -0.01 0.00 0.10 0.017
H -1.7618 6.5304 0.6911 0.00 -0.01 0.00 0.467
H -3.7195 7.9355 1.2860 0.00 0.00 0.00 0.448
H -5.4537 7.0442 2.7997 0.00 0.00 0.00 0.433
H -5.2608 4.7548 3.7053 0.00 0.00 0.00 0.456
H -3.3418 3.3335 3.0677 0.00 0.00 0.00 0.450
C 3.2232 5.6178 0.2189 0.01 0.00 0.02 -1.008
C 3.6729 4.1822 0.4426 -0.06 0.01 -0.04 -0.622
N 3.0094 3.5521 1.5814 0.07 -0.05 0.04 0.316
C 3.3690 4.0401 2.9237 0.01 -0.01 0.00 -0.868
C 2.2692 4.8460 3.5948 -0.02 -0.02 -0.03 -0.954
C 2.1856 2.5049 1.5137 -0.01 0.06 -0.08 0.151
O 1.7432 1.9134 2.4978 -0.11 0.00 0.02 -0.711
C 1.7353 1.9393 0.1818 0.08 -0.01 -0.02 -0.559
C 1.0969 2.6258 -0.8414 -0.02 0.03 0.00 0.969
C 0.4994 1.8998 -1.8643 0.03 -0.02 0.05 -1.334
C 0.5672 0.5223 -1.8518 0.05 0.07 0.04 -0.284
N 1.2488 -0.1380 -0.8954 -0.24 0.04 -0.09 0.103
C 1.7951 0.5593 0.1042 0.05 -0.04 0.04 -0.359
H 3.7169 6.0320 -0.6600 -0.01 0.00 0.00 0.412
H 3.4837 6.2448 1.0716 0.01 0.00 0.00 0.340
H 2.1429 5.6782 0.0866 -0.03 -0.02 -0.02 0.188
H 4.7491 4.1528 0.6296 0.01 0.00 0.01 0.464
H 3.5011 3.5767 -0.4457 -0.04 -0.01 -0.01 0.327
H 4.2689 4.6425 2.8010 0.00 0.00 0.00 0.472
H 3.6260 3.1751 3.5357 -0.01 0.00 0.00 0.411
H 1.9959 5.7178 3.0022 0.00 0.01 0.00 0.237
H 2.6126 5.1827 4.5728 0.00 0.01 -0.01 0.467
H 1.3805 4.2350 3.7356 -0.01 -0.01 0.01 0.183
H 1.0173 3.7048 -0.8072 0.01 -0.01 0.00 0.415
H -0.0454 2.3911 -2.6579 0.00 0.01 0.01 0.521
H 0.0537 -0.0768 -2.5918 0.02 0.00 0.00 0.733
H 2.2788 0.0031 0.8942 0.00 -0.02 0.00 0.586
N -1.6919 -10.0809 -2.0681 0.01 0.00 0.02 -0.460
C -1.0207 -8.9287 -2.2935 -0.01 0.01 -0.01 1.110
C -1.6944 -7.6896 -2.2401 0.00 0.00 -0.01 -0.885
C -1.0198 -6.5186 -2.4705 0.00 -0.01 -0.01 -0.549
C 0.3530 -6.5568 -2.7433 -0.02 0.01 -0.06 -0.470
C 1.0373 -7.7710 -2.8009 0.00 -0.01 0.03 -0.098
C 0.3578 -8.9450 -2.5749 0.01 0.00 0.00 -0.835
S 1.1796 -5.0821 -3.0703 0.03 0.12 0.21 1.317
O 2.5799 -5.3415 -3.2986 0.04 -0.10 -0.07 -0.708
O 0.4638 -4.2170 -3.9509 -0.06 -0.07 -0.06 -0.664
N 1.1024 -4.2977 -1.5815 -0.16 -0.13 0.23 -0.090
C 1.6582 -4.8025 -0.4738 -0.03 0.28 0.04 0.513
S 2.1590 -6.2957 0.1904 -0.02 -0.06 -0.03 0.016
C 2.6824 -5.4376 1.6162 0.02 -0.08 0.01 -0.518
C 2.4757 -4.1123 1.5263 -0.01 0.13 -0.02 -0.912
N 1.8823 -3.7698 0.3257 0.01 -0.33 -0.12 0.269
H -2.6896 -10.0801 -1.9585 0.00 0.00 -0.01 0.205
H -1.2430 -10.9697 -2.1943 0.00 0.00 -0.01 0.203
H -2.7568 -7.6693 -2.0341 0.00 0.00 0.00 0.338
H -1.5496 -5.5730 -2.4550 0.01 0.00 0.00 0.503
H 2.0935 -7.7827 -3.0350 0.00 0.00 -0.01 0.504
H 0.8805 -9.8912 -2.6297 0.00 0.00 0.00 0.326
H 3.0986 -5.9798 2.4488 0.00 0.00 0.00 0.482
H 2.7149 -3.3679 2.2698 0.00 0.00 -0.01 0.498
```
Positions in Å, forces in eV/Å.